Record 1
Entry from the OMol25 dataset: a cluster of 9 separate species, C27H72O9 in total (ωB97M-V/def2-TZVPD).

Its calculated total energy is -1748.90139 Ha. As for the HOMO energy: -0.369 hartree. The HOMO-LUMO gap is 10.14 eV. As for the energy above the lowest of the compared OMol25 structures with the same formula, charge and spin: 490.3 kJ/mol. Its SMILES is CC(C)O.CC(C)O.CC(C)O.CC(C)O.CC(C)O.CC(C)O.CC(C)O.CC(C)O.CC(C)O.

Positions of all 108 atoms, in Å:
C 3.515 5.779 -3.259
C 2.979 6.179 -4.649
C 4.121 6.717 -5.603
O 2.405 5.127 -5.307
H 4.242 4.971 -3.337
H 2.739 5.459 -2.563
H 4.039 6.612 -2.791
H 2.246 6.971 -4.494
H 4.317 6.128 -6.498
H 5.007 6.588 -4.981
H 3.908 7.782 -5.698
H 1.451 5.191 -5.221
C -0.372 8.799 -0.252
C -0.849 8.327 1.087
C -1.390 6.929 1.040
O 0.138 8.379 2.067
H 0.504 8.252 -0.602
H -0.028 9.832 -0.191
H -1.145 8.803 -1.020
H -1.736 8.889 1.378
H -2.349 6.969 0.522
H -1.637 6.515 2.018
H -0.775 6.254 0.444
H 0.562 9.230 1.935
C -1.467 -6.191 -7.117
C -1.052 -6.630 -5.696
C -1.972 -6.109 -4.621
O -1.039 -8.008 -5.735
H -2.378 -6.707 -7.421
H -0.656 -6.448 -7.798
H -1.574 -5.133 -7.355
H -0.083 -6.223 -5.407
H -1.755 -6.583 -3.664
H -3.000 -6.260 -4.949
H -1.935 -5.020 -4.598
H -0.468 -8.334 -5.036
C 7.159 5.011 3.906
C 6.043 5.103 2.921
C 5.163 3.865 2.883
O 5.266 6.135 3.336
H 7.970 5.730 3.785
H 7.602 4.032 3.724
H 6.760 5.019 4.920
H 6.401 5.247 1.902
H 4.428 3.705 3.672
H 5.766 2.959 2.815
H 4.601 3.919 1.951
H 4.405 6.051 2.921
C 0.347 0.681 0.200
C -0.539 -0.495 0.057
C -0.169 -1.717 0.964
O -1.787 -0.020 0.402
H 0.094 1.540 -0.422
H 1.381 0.354 0.096
H 0.382 0.945 1.257
H -0.473 -0.729 -1.006
H 0.598 -2.222 0.378
H -1.076 -2.290 1.158
H 0.314 -1.516 1.921
H -1.946 0.751 -0.148
C -7.143 -0.026 4.985
C -6.392 0.760 3.920
C -5.051 1.277 4.393
O -6.188 -0.092 2.764
H -6.675 -0.991 5.178
H -8.158 -0.302 4.698
H -7.198 0.525 5.924
H -6.920 1.682 3.676
H -4.606 1.832 3.567
H -4.422 0.481 4.792
H -5.219 1.951 5.234
H -5.260 -0.046 2.523
C 4.296 -9.376 -0.590
C 3.014 -8.682 -0.942
C 3.264 -7.258 -1.496
O 2.147 -9.475 -1.732
H 4.065 -10.299 -0.058
H 4.986 -8.803 0.030
H 4.781 -9.651 -1.526
H 2.542 -8.608 0.038
H 2.258 -6.856 -1.615
H 3.826 -7.309 -2.429
H 3.759 -6.664 -0.727
H 2.026 -10.319 -1.291
C -4.032 0.613 -5.198
C -3.520 1.963 -4.873
C -3.913 3.047 -5.935
O -4.012 2.315 -3.584
H -3.583 -0.043 -4.452
H -3.727 0.159 -6.141
H -5.075 0.392 -4.969
H -2.431 1.985 -4.908
H -4.990 3.173 -6.049
H -3.483 2.904 -6.926
H -3.569 4.016 -5.574
H -4.911 2.646 -3.652
C -0.068 -5.308 6.979
C -0.360 -6.447 7.819
C 0.074 -6.080 9.153
O -1.813 -6.495 7.778
H -0.486 -5.543 6.000
H 1.010 -5.210 6.850
H -0.541 -4.372 7.277
H -0.149 -7.464 7.487
H 1.159 -6.010 9.076
H -0.044 -6.980 9.757
H -0.444 -5.251 9.635
H -2.028 -6.854 6.914

Atomic forces in eV per Å
0.21 0.12 -0.26
1.59 1.11 0.13
-0.20 -0.13 2.41
-1.46 -1.73 -0.73
-0.02 -0.12 -0.17
-0.22 -0.01 -0.17
-0.04 0.17 -0.03
-0.09 0.21 -0.05
-0.69 0.31 -0.07
0.45 0.44 -0.27
0.48 -0.09 -0.75
-0.02 -0.28 -0.01
0.53 0.71 -0.52
-1.35 -0.86 -0.12
-0.68 -0.68 -0.65
0.72 0.41 0.28
-0.12 -0.37 0.00
-0.04 0.27 0.12
-0.07 -0.26 0.08
0.08 0.77 0.21
-0.11 -0.02 -0.18
0.44 0.06 0.08
0.26 -0.15 0.31
0.36 0.11 0.38
0.81 0.05 -0.18
-0.37 1.95 -0.38
-0.95 0.41 -0.66
0.24 -1.54 -0.02
0.05 -0.08 0.07
-0.07 -0.56 -0.09
-0.28 0.24 0.83
0.54 -0.07 -0.51
-0.18 0.24 0.05
-0.23 -0.59 0.37
0.50 0.09 0.46
-0.03 -0.14 0.08
0.92 -1.15 -0.03
0.04 -1.38 0.24
0.20 -1.01 -0.87
-1.59 2.60 0.34
-0.33 0.28 0.02
0.36 -0.10 0.30
0.07 0.13 -0.02
0.38 0.12 -0.20
0.31 0.48 0.39
0.02 -0.11 -0.05
-0.23 -0.14 -0.11
-0.16 0.27 -0.01
2.34 -0.09 1.46
0.87 -0.13 0.59
0.13 0.92 -1.25
-2.25 -0.24 0.27
0.08 -0.15 -0.07
0.31 0.29 -0.83
-0.54 0.53 0.10
-0.38 -0.89 -0.18
-0.27 -0.72 0.13
0.25 -0.28 -0.29
-0.25 0.66 0.03
-0.32 0.11 0.05
-0.16 -0.28 -0.04
0.60 -0.61 0.03
-0.30 -0.05 0.59
-0.59 0.53 0.47
0.41 0.11 0.01
-0.08 0.34 -0.23
0.00 0.09 -0.01
-0.59 -0.24 -0.52
0.39 -0.06 0.17
0.23 -0.10 -0.36
0.08 0.25 -0.07
0.04 0.03 -0.07
0.48 -0.94 -0.80
0.34 0.75 1.69
-1.23 -1.42 0.35
0.25 0.44 -0.82
0.11 -0.15 0.07
-0.20 0.20 -0.08
0.40 -0.08 0.02
-0.49 0.70 0.17
0.17 0.42 -0.50
-0.07 0.25 0.03
0.20 -0.10 -0.19
0.03 -0.05 0.04
0.44 -2.28 0.69
-1.18 1.76 -1.69
0.00 0.16 0.83
0.88 0.25 0.24
0.35 -0.24 0.12
-0.17 0.45 -0.27
-0.35 0.76 -0.55
0.05 -0.20 0.72
-0.20 -0.36 0.00
0.06 -0.33 0.10
0.20 0.06 0.03
-0.08 -0.03 -0.22
1.26 0.54 -3.19
-3.28 0.20 -0.17
0.99 -2.22 2.12
-0.62 -0.38 0.77
0.18 0.34 -0.46
0.10 0.45 -0.08
0.16 -0.24 0.47
1.41 0.29 -0.05
0.08 0.75 0.38
-0.25 0.15 0.66
0.22 0.09 -0.42
-0.26 0.03 -0.03

Mulliken atomic charge list, values in e, 99 entries:
1. C -1.401
2. C 0.544
3. C -1.119
4. O -0.556
5. H 0.364
6. H 0.304
7. H 0.368
8. H 0.276
9. H 0.344
10. H 0.295
11. H 0.266
12. H 0.314
13. C -1.362
14. C 0.675
15. C -1.292
16. O -0.518
17. H 0.360
18. H 0.386
19. H 0.349
20. H 0.100
21. H 0.362
22. H 0.336
23. H 0.286
24. H 0.318
25. C -1.310
26. C 0.537
27. C -1.185
28. O -0.551
29. H 0.335
30. H 0.305
31. H 0.374
32. H 0.235
33. H 0.317
34. H 0.287
35. H 0.329
36. H 0.327
37. C -1.310
38. C 0.758
39. C -1.458
40. O -0.538
41. H 0.326
42. H 0.343
43. H 0.324
44. H 0.153
45. H 0.358
46. H 0.362
47. H 0.381
48. H 0.302
49. C -1.537
50. C 0.667
51. C -1.189
52. O -0.511
53. H 0.440
54. H 0.361
55. H 0.341
56. H 0.176
57. H 0.351
58. H 0.322
59. H 0.298
60. H 0.280
61. C -1.286
62. C 0.760
63. C -1.544
64. O -0.541
65. H 0.319
66. H 0.321
67. H 0.343
68. H 0.142
69. H 0.395
70. H 0.388
71. H 0.399
72. H 0.305
73. C -1.363
74. C 0.564
75. C -1.172
76. O -0.541
77. H 0.365
78. H 0.343
79. H 0.339
80. H 0.166
81. H 0.292
82. H 0.342
83. H 0.356
84. H 0.310
85. C -1.231
86. C 0.497
87. C -1.334
88. O -0.532
89. H 0.312
90. H 0.364
91. H 0.304
92. H 0.220
93. H 0.353
94. H 0.365
95. H 0.353
96. H 0.330
97. C -1.173
98. C 0.395
99. C -1.305

---

Record 2
Entry from the OMol25 dataset: a cluster of 9 separate species, C27H72O9 in total (ωB97M-V/def2-TZVPD).

Its calculated total energy is -1748.57871 Ha. As for the HOMO energy (alpha / beta): -0.449 / -0.448 hartree. The HOMO-LUMO gap (alpha / beta) is 9.55 / 2.84 eV. As for the energy above the lowest of the compared OMol25 structures with the same formula, charge and spin: 244.8 kJ/mol. The net charge is +1. Its spin multiplicity is 2.

Positions of all 108 atoms, in Å:
C -0.317 -5.212 1.214
C -1.697 -4.921 0.753
C -1.614 -4.013 -0.466
O -2.387 -6.105 0.446
H 0.297 -4.312 1.238
H 0.289 -5.899 0.624
H -0.345 -5.541 2.253
H -2.355 -4.418 1.462
H -0.903 -4.298 -1.241
H -1.371 -3.014 -0.103
H -2.503 -4.061 -1.095
H -2.780 -6.076 -0.430
C 0.357 -0.952 -0.395
C 0.079 0.206 0.596
C 1.127 0.532 1.604
O -0.181 1.439 -0.079
H 1.222 -0.943 -1.059
H -0.370 -1.099 -1.194
H 0.454 -1.886 0.159
H -0.861 -0.043 1.089
H 2.071 0.891 1.195
H 1.359 -0.352 2.198
H 0.767 1.304 2.285
H -1.129 1.577 -0.020
C 0.189 -2.913 6.631
C -0.852 -2.676 5.500
C -0.214 -1.873 4.338
O -1.199 -3.911 4.907
H 0.371 -1.962 7.132
H 1.114 -3.312 6.215
H -0.229 -3.561 7.401
H -1.742 -2.210 5.924
H 0.776 -2.226 4.047
H 0.016 -0.874 4.710
H -0.868 -1.857 3.466
H -1.722 -3.693 4.131
C -1.605 0.822 -2.833
C -2.541 1.427 -3.868
C -3.615 0.442 -4.298
O -3.324 2.469 -3.324
H -0.976 1.611 -2.421
H -0.894 0.110 -3.252
H -2.149 0.367 -2.006
H -1.875 1.906 -4.585
H -4.399 0.799 -4.966
H -4.222 -0.005 -3.512
H -3.172 -0.420 -4.798
H -4.220 2.440 -3.666
C -3.414 4.434 -0.520
C -3.956 3.023 -0.114
C -5.349 2.839 -0.640
O -3.202 2.015 -0.617
H -3.951 5.312 -0.162
H -3.446 4.544 -1.604
H -2.423 4.670 -0.129
H -3.950 2.914 0.971
H -5.777 1.842 -0.535
H -5.381 3.125 -1.691
H -6.098 3.330 -0.019
H -3.320 2.113 -1.565
C 0.336 3.095 6.030
C 1.630 2.175 6.317
C 2.553 2.240 5.139
O 2.412 2.613 7.465
H 0.557 4.151 5.876
H -0.477 2.917 6.734
H -0.078 2.800 5.066
H 1.297 1.183 6.621
H 3.503 1.723 5.272
H 2.867 3.270 4.973
H 2.172 1.790 4.222
H 1.747 2.537 8.153
C 2.189 5.972 -1.787
C 1.904 5.289 -0.391
C 0.440 4.847 -0.285
O 2.844 4.208 -0.277
H 1.902 7.023 -1.819
H 1.604 5.470 -2.557
H 3.233 5.880 -2.088
H 2.083 6.025 0.392
H -0.270 5.655 -0.107
H 0.217 4.033 0.404
H 0.180 4.225 -1.141
H 2.392 3.604 0.316
C 2.766 0.130 -4.101
C 4.212 0.012 -3.885
C 4.636 -0.581 -2.535
O 4.724 -0.817 -4.896
H 2.308 -0.857 -4.033
H 2.571 0.557 -5.085
H 2.330 0.715 -3.292
H 4.620 1.004 -4.081
H 5.705 -0.714 -2.367
H 4.235 -1.582 -2.375
H 4.147 0.005 -1.757
H 5.679 -0.717 -4.916
C 0.112 -5.405 -3.708
C 1.270 -4.541 -4.146
C 1.443 -3.436 -3.130
O 2.480 -5.242 -4.242
H -0.116 -6.173 -4.448
H -0.743 -4.742 -3.578
H 0.165 -5.952 -2.767
H 1.082 -4.231 -5.174
H 2.412 -2.961 -3.284
H 1.333 -3.645 -2.065
H 0.648 -2.704 -3.269
H 3.153 -4.714 -4.677

Atomic forces in eV per Å
1.03 0.16 1.65
-0.66 0.26 -2.01
-0.15 -0.01 -0.69
-0.08 -1.11 0.00
-0.11 0.41 0.04
-0.63 -0.27 -0.23
0.20 -0.37 -0.02
0.50 0.30 0.59
0.78 -0.26 0.54
-0.32 0.14 -0.41
-0.70 0.61 0.55
0.03 0.10 0.03
0.72 -0.79 -1.61
-1.32 0.21 -0.33
1.40 0.36 0.82
1.60 -1.17 -0.07
0.77 0.88 0.68
-0.90 0.31 0.71
-0.21 0.24 0.44
-0.07 -0.23 0.05
-0.05 -0.10 -0.30
-0.17 -0.21 -0.08
-0.14 -0.08 -0.03
-2.13 0.82 -0.51
-1.09 0.33 -0.55
1.74 -0.32 -0.60
0.15 0.84 1.26
-0.24 -0.70 0.42
0.22 0.10 -0.11
-0.07 -0.08 0.15
0.11 -0.24 -0.20
-0.03 0.35 -0.11
-0.16 -0.71 0.04
-0.38 0.49 -0.26
-0.08 0.22 -0.04
-0.16 -0.27 -0.06
0.20 0.18 0.55
-1.13 -0.47 0.12
0.47 -1.72 -1.32
0.29 1.51 1.48
0.06 0.31 0.05
-0.29 -0.13 -0.32
-0.09 -0.22 -0.09
-0.39 -0.51 -0.82
0.43 0.61 -0.39
0.53 0.32 0.79
0.02 -0.08 -0.22
0.08 -0.06 -0.20
-0.12 0.04 0.27
-1.33 2.55 1.30
-1.47 -0.04 0.55
2.58 -1.80 -0.07
-0.76 -0.41 0.30
0.34 -0.21 -0.09
0.34 -0.61 -0.24
-0.01 0.13 0.14
0.81 -0.56 -0.24
-0.37 0.21 0.08
0.13 1.00 -0.39
0.34 -0.23 -1.03
1.01 -1.24 -0.22
-0.72 1.47 0.51
0.99 -0.34 -0.46
-1.09 0.03 -0.86
0.27 -0.01 0.59
0.23 0.29 0.30
0.01 -0.35 -0.18
-0.17 -0.31 -0.73
-0.06 -0.23 0.56
-0.35 0.14 -0.19
-0.48 0.27 -0.02
0.35 0.26 0.68
-0.50 -0.54 0.62
0.21 0.97 -1.28
0.18 -1.13 -0.56
-1.00 0.10 0.09
0.02 -0.01 0.23
-0.03 -0.12 -0.02
0.03 0.04 0.38
0.26 -0.01 0.17
0.16 -0.04 -0.24
0.47 0.32 1.35
-0.18 0.76 -0.95
0.40 -0.34 0.21
-1.30 -0.47 0.36
1.88 -0.24 0.25
-1.01 0.23 0.33
0.11 -0.70 -1.00
-0.11 -0.10 -0.22
-0.17 0.07 0.17
-0.15 0.37 -0.17
0.33 0.30 0.65
0.02 0.60 -0.14
-0.25 -0.19 -0.50
0.50 0.28 0.39
0.08 -0.08 -0.07
-0.52 -0.76 -0.35
0.29 -0.40 0.75
-0.25 1.54 -0.28
0.53 -1.46 0.40
-0.15 0.15 -0.16
-0.23 -0.02 -0.33
0.79 0.22 0.19
-0.55 0.86 0.18
-0.07 0.22 0.07
0.29 -1.00 -0.06
-0.02 0.47 -0.35
-0.11 0.16 -0.05

Mulliken atomic charge list, values in e, 99 entries:
1. C -1.073
2. C 0.733
3. C -1.057
4. O -0.590
5. H 0.198
6. H 0.301
7. H 0.343
8. H 0.075
9. H 0.188
10. H -0.081
11. H 0.604
12. H 0.327
13. C -1.002
14. C 0.586
15. C -1.207
16. O 0.410
17. H 0.283
18. H 0.297
19. H 0.279
20. H 0.283
21. H 0.327
22. H 0.357
23. H 0.328
24. H 0.056
25. C -1.349
26. C 0.470
27. C -1.014
28. O -0.513
29. H 0.330
30. H 0.345
31. H 0.383
32. H 0.234
33. H 0.330
34. H 0.239
35. H 0.305
36. H 0.254
37. C -1.195
38. C 0.675
39. C -1.625
40. O -0.511
41. H 0.052
42. H 0.613
43. H 0.230
44. H 0.281
45. H 0.492
46. H 0.414
47. H 0.372
48. H 0.293
49. C -0.858
50. C 0.175
51. C -1.320
52. O -0.531
53. H 0.453
54. H 0.201
55. H 0.044
56. H 0.396
57. H 0.340
58. H 0.256
59. H 0.430
60. H 0.253
61. C -1.149
62. C 0.711
63. C -0.954
64. O -0.558
65. H 0.372
66. H 0.363
67. H 0.210
68. H 0.065
69. H 0.392
70. H 0.358
71. H -0.097
72. H 0.331
73. C -1.261
74. C 0.623
75. C -1.280
76. O -0.556
77. H 0.344
78. H 0.303
79. H 0.371
80. H 0.220
81. H 0.385
82. H 0.297
83. H 0.308
84. H 0.266
85. C -0.742
86. C 0.341
87. C -0.978
88. O -0.568
89. H -0.019
90. H 0.409
91. H 0.118
92. H 0.366
93. H 0.396
94. H 0.193
95. H 0.181
96. H 0.328
97. C -1.387
98. C 0.432
99. C -0.424